14
Properties=species:S:1:pos:R:3:lowdin_charge:R:1 method="wB97M-V/def2-TZVPD" homo_ev=-13.52 total_energy_ha=-378.12024 homo_lumo_gap_ev=9.30 lumo_energy_ev=-4.22 e_above_lowest_ev=3.635 total_charge=+1 smiles="[NH3+][C@H]1ONCC1=O"
N 1.6730 -0.5241 -0.0311 0.259
C 0.3214 -0.2386 -0.6499 -0.191
O -0.7327 -1.1528 -0.1082 -0.088
N -1.9413 -0.3858 0.0609 -0.008
C -1.6951 1.0578 -0.1764 -0.048
C -0.1789 1.1191 -0.2149 -0.318
O 0.6360 1.9332 0.1017 0.165
H 1.8098 0.4821 0.1462 0.135
H 2.1682 -1.1758 -0.6654 0.193
H 1.4296 -0.9950 0.9730 0.262
H 0.1686 -0.3295 -1.7732 0.208
H -2.2815 -0.4797 1.0202 0.135
H -2.1652 1.7005 0.4882 0.119
H -1.9776 1.3109 -1.2735 0.178